C9H15BClO8 | ωB97M-V/def2-TZVPD

```
34
Properties=species:S:1:pos:R:3:forces:R:3
O 1.851602 4.083464 1.455601 0.055 0.198 0.191
C 1.639013 3.424262 0.477136 -0.004 -0.160 -0.129
C 0.280287 3.344019 -0.179037 0.152 0.001 -0.382
C -0.116523 1.904336 -0.565752 0.320 -0.408 0.499
C 0.290537 1.560986 -2.009127 0.380 0.048 -0.045
C -0.159946 0.144771 -2.295932 -0.362 0.325 0.284
O -1.315325 -0.139727 -2.401142 -0.062 0.006 -0.397
Cl 1.083368 -1.023046 -2.271333 0.389 -0.398 -0.316
O 0.666276 1.030174 0.242342 0.194 0.751 0.046
C 0.085602 0.094834 1.106604 -0.750 -0.663 0.101
O 0.097689 0.269036 2.282997 0.225 0.387 0.098
O -1.464330 1.650194 -0.279792 -0.182 0.226 -0.062
B -2.529077 2.116798 -1.031092 0.262 -0.231 -0.032
O -2.446929 3.255848 -1.811786 -0.267 -0.018 0.008
O -3.712362 1.437941 -0.991522 -0.309 0.614 0.242
H 2.459614 2.877608 -0.022923 -0.079 -0.046 0.000
H 0.375459 3.928470 -1.106842 -0.197 0.139 0.178
H -0.454292 3.793119 0.493045 0.046 -0.073 -0.060
H 1.380979 1.617272 -2.024197 -0.089 -0.008 -0.031
H -0.090195 2.248006 -2.769115 -0.315 -0.077 0.223
H -0.245870 -0.825321 0.602725 0.123 0.028 -0.168
H -1.929501 3.958002 -1.410529 0.230 -0.146 -0.145
H -3.892612 1.039969 -0.135186 0.264 -0.437 -0.197
C 1.312947 -3.300038 2.352882 -0.083 0.030 0.141
C 0.414624 -3.274330 1.095668 0.365 -0.420 0.172
C 0.395031 -4.701406 0.503565 -0.187 -0.059 0.034
O 0.835440 -2.364149 0.191724 -0.176 0.158 -0.021
H 2.336964 -3.551926 2.059108 -0.004 0.038 -0.036
H 1.318615 -2.312754 2.820759 0.036 -0.003 -0.046
H 0.975688 -4.030068 3.101448 -0.015 -0.008 -0.027
H -0.627835 -3.100403 1.481290 -0.008 0.107 -0.068
H 1.406063 -4.972584 0.183441 -0.010 0.047 -0.032
H -0.264651 -4.728864 -0.367151 0.053 0.026 -0.040
H 0.043648 -5.454489 1.222122 0.009 0.025 0.019
```
Forces are in eV/Å.

The calculation puts the largest force on an atom at 0.0196 Eh/bohr. Its orbital gap is 5.61 eV. The net charge is -1. The HOMO energy comes out at -0.121 Ha. The total energy comes out at -1439.04198 Ha.

Atomic partial charges in e from the Löwdin method, atoms 1 to 4:
1. O 0.07
2. C -0.25
3. C -0.04
4. C -0.47